Record 1
Here is a molecular structure, C44H60BaNP2Si from the Open Molecules 2025 dataset. Energies are from ωB97M-V/def2-TZVPD.

CARTESIAN COORDINATES (ANGSTROEM)
C -0.959825 2.668812 3.574225
H 5.423575 0.521912 2.900725
H 2.999775 -0.121688 2.390125
C 5.907675 -0.040588 0.882125
H 0.988475 1.488712 -2.402375
C 0.876275 4.908612 -0.812575
H -0.216625 -0.441388 4.590625
H 1.028175 2.639312 0.402625
H 3.898775 -3.873988 1.028925
H 4.144675 2.073712 0.603525
H 6.882575 -0.446988 1.157725
H 1.899275 -3.608888 -3.977875
H 3.657375 -4.415388 -2.089475
C -9.774125 -1.690688 0.084325
C 4.890375 -1.176488 0.775225
H 4.125275 -3.657088 -4.599375
H 4.237575 -1.913788 -4.780075
C 4.572275 -2.610388 -2.770975
H 3.173075 3.013912 -2.578275
H -1.933525 -2.013488 4.175425
C 1.214275 -3.234288 3.688725
H -4.447225 4.069912 -0.850675
H 1.623675 3.632912 -3.115375
H -1.868725 -3.530688 3.290725
H -4.838725 3.364712 -2.984075
C 0.475875 2.468912 -0.530475
C -2.391125 1.241912 -0.672375
H 4.794775 -1.664588 1.746225
H 2.089875 0.789712 1.189525
C -7.013425 -1.606788 0.042525
C 1.981775 -1.928288 -2.653975
C 3.142075 -3.674888 1.769725
C 4.083475 1.540712 1.556525
C -7.673025 -2.142188 1.151725
C -1.953725 -2.451588 3.183325
H -7.214325 -0.748088 -1.914375
C -9.053125 -2.178588 1.163425
C -0.750725 1.181412 1.677825
H 4.650875 -1.569188 -2.458275
C 3.082475 0.397912 1.431525
P 2.038075 -1.682888 0.041025
C -0.680925 1.619812 4.430125
H -2.933025 -2.229288 2.761725
H -3.850725 1.212612 -3.809275
H -0.552325 3.724812 -1.943075
C -2.422725 1.058912 -2.195175
C -3.854425 3.030012 -2.653675
H -2.749025 4.228112 -1.236275
C 1.080575 -2.619688 2.448825
C -3.576725 3.522612 -1.220275
H 2.404075 -4.479888 4.960625
H 6.013175 0.440512 -0.093375
Ba -1.472625 -2.666688 -0.576075
H 4.393375 -3.475388 -0.811475
H 3.758375 2.252312 2.319425
H 4.062975 -4.970788 3.197125
H -3.122325 3.466312 -3.336475
H 2.235975 1.414512 -1.166575
C -0.470525 0.357612 3.909425
H -4.578125 1.043712 -2.204775
C 3.800075 -3.397388 -1.719075
H 6.190175 1.805012 1.961825
H 0.900175 -1.745088 -2.610775
H 5.586475 -3.001488 -2.856475
H -1.158725 3.656812 3.957225
C -0.944125 2.452012 2.211525
C 3.540175 -0.598788 0.358525
C -3.301325 2.401512 -0.209275
C 3.870875 -2.707188 -4.127275
H -0.618025 1.793012 5.492725
H -9.687825 -0.817188 -1.865975
H 1.702075 -3.596888 -1.318375
H 2.467275 -0.952288 -2.609875
C -7.739925 -1.139088 -1.056875
H -7.101525 -2.518788 1.986325
H -1.067225 3.295112 1.554825
C 3.237075 -4.304988 2.998125
C -5.611125 -1.520888 0.015925
C 5.463075 0.991512 1.913925
H 3.682675 -0.049388 -0.584075
H 2.831375 4.090712 -0.362875
H -1.632225 1.650312 -2.664075
H 0.471775 -3.063988 4.454325
H -4.265125 1.948312 0.037325
H 1.915975 -2.049088 -4.803375
C -3.762225 1.511812 -2.762475
C 2.344875 -2.608888 -3.969175
C 2.271475 4.432612 -1.237375
H -2.936325 2.834412 0.723225
Si -0.568825 -1.745588 2.037825
C -0.552525 0.100812 2.540925
H 0.559275 5.748812 -1.429675
C -9.118625 -1.183388 -1.026875
C 2.295675 -4.047388 3.978125
C 2.421475 -2.772288 -1.448075
H 2.825975 5.265812 -1.674675
C 2.099775 -2.795088 1.499525
C -0.168125 3.792912 -0.924275
H -9.575225 -2.581788 2.016625
H -10.852525 -1.703488 0.109925
P -0.599725 0.963712 -0.137975
H -2.230825 0.004012 -2.439675
H 5.257275 -1.902188 0.053425
H -2.832825 0.340312 -0.217775
C 1.486875 2.064712 -1.618275
H 0.916875 5.259212 0.220125
N -4.465125 -1.434988 -0.025475
H -1.001325 4.036312 -0.269775
C 2.173375 3.287512 -2.240975

Cartesian forces (eV/Å) of the 3 atoms listed first:
C 0.04 0.10 -0.06
H 0.01 0.02 0.04
H -0.09 -0.05 0.04

As for the total energy: -75235.88281 eV. The value obtained for the HOMO energy is -8.8 eV. The spin multiplicity is 1. The calculation puts the strongest force on any atom at 0.023 Eh/bohr. The orbital gap is 5.74 eV. The total charge is +1.

Record 2
Here is a molecular structure, C44H60ClN6O4S3ScSi2 from the Open Molecules 2025 dataset. Energies are from ωB97M-V/def2-TZVPD.

CARTESIAN COORDINATES (ANGSTROEM)
H 5.192139 -1.426459 0.528807
C -3.032119 2.874013 -1.390355
C -1.171026 -3.982904 2.360326
H -3.936108 -1.030087 7.441425
H 0.969850 5.473779 -3.737566
C 1.106433 2.526408 3.622512
H 0.024136 2.504649 -5.930878
N 2.462488 -1.297429 0.055405
H 1.589289 4.262350 1.310588
N -2.014205 -5.009766 2.002129
C -2.181955 -5.064374 -2.505461
C -0.028531 2.553980 4.413215
H 1.034049 -2.406438 4.411247
C -2.613306 -6.103698 -3.312656
H 1.112264 -1.896402 -2.799202
C -0.456038 2.578841 -4.950539
C 3.326209 5.378936 -0.465591
C 4.040700 -2.723471 -2.001671
H 0.995264 -0.198100 -2.298708
C -3.259155 -9.862080 -2.655396
H 1.013225 4.918291 -5.432535
S -2.279150 -8.363411 -4.841342
H 5.276928 0.060759 -1.332128
C 1.389448 5.318902 1.114175
H 3.930942 5.971259 0.229607
C -5.147043 -0.999031 5.668846
O -1.075877 -10.329177 -3.490406
H -2.822051 5.180085 1.167992
H 1.909754 7.427136 -1.572658
H -3.056527 3.425148 1.279186
H 1.993688 -0.634105 -3.698984
N 0.383188 0.471579 2.658250
H 1.117162 -5.795637 -2.389145
H -2.893668 -4.693190 1.623073
C -0.660481 0.439896 3.492490
H -0.542165 5.262527 -4.640616
H 1.740757 1.825219 -3.437425
C 4.174501 -1.663392 3.760820
Si 3.100831 -1.167834 -1.538994
C 1.832919 -1.708685 4.665451
C -2.496477 4.113679 -0.677474
C -1.468170 -0.795340 3.497945
C 1.669851 -0.960408 -2.703969
H -3.078712 -10.669530 -1.948374
H -2.061438 5.253039 -2.455881
N -1.827241 -2.873335 2.699445
H -3.707528 5.499652 -1.826257
H 2.034504 7.796075 0.164335
O -0.310420 3.398496 -2.758813
H -0.214913 3.388120 5.079758
H -2.314869 6.246155 -1.007240
N 2.311676 -1.537095 2.291141
H -2.882524 -4.329175 -2.130701
H -3.424760 -8.922457 -2.124617
H -4.151869 -10.057385 -3.250869
C 0.384742 3.417787 -3.997313
H 2.410560 3.435405 -3.217138
C -1.700501 -7.036733 -3.803753
C 1.549838 7.153098 -0.577732
C -3.947293 -0.891960 3.582788
H -2.559633 2.764616 -2.367388
H -1.545841 -5.729762 1.476303
C -2.079553 -9.687163 -3.573414
C 1.785548 2.824178 -3.873296
H 4.431401 -2.649580 -3.023129
H 3.637016 5.605447 -1.488649
H -1.798389 -0.918533 6.193258
C 4.280243 0.277078 -1.731519
H -2.807916 1.978221 -0.805459
H -6.084048 -1.050037 6.211187
Si 0.232882 3.536916 -1.189483
C -0.351903 -6.916831 -3.476786
H 3.381741 -3.595695 -1.942176
H 2.250318 2.771330 -4.862991
C -2.742463 -0.922061 5.659201
C 4.539760 -1.488158 1.390613
H 4.885766 -2.895717 -1.326490
H -3.923447 -0.866243 2.499073
H -4.115284 2.956084 -1.524959
C -3.218405 4.302967 0.650209
C -0.831050 -4.939728 -2.147065
C -2.736601 -0.872591 4.271586
Sc 0.381693 -1.287598 0.887297
C 0.071979 -5.886983 -2.654020
H 3.496070 4.315398 -0.281653
C -0.081315 -3.003678 -0.509244
C 1.253112 1.471081 2.736277
H -0.579941 1.575093 -4.539904
H 0.313650 5.477529 1.230848
H 6.112881 -1.624840 2.818341
O -1.131957 3.940644 -0.343038
H -3.660879 -6.195885 -3.573429
C -5.144920 -0.950022 4.277899
H 3.870660 1.147755 -1.208707
N -1.047520 -1.774017 2.782282
O 1.156683 4.937654 -1.285450
H -6.081985 -0.964986 3.734016
H 4.548755 -1.748301 4.772862
C 3.129585 -1.442732 1.212410
C 0.464355 4.862575 -4.487063
Cl -1.776076 -0.294344 0.291796
H 1.926661 5.934897 1.842174
H 4.387811 0.541294 -2.788976
H -4.293355 4.437043 0.494693
S 0.506539 -4.261233 2.408990
C -0.927280 1.500682 4.352011
C 1.839931 5.680907 -0.300494
H 2.083037 1.437730 2.043992
C 2.807281 -1.630121 3.527482
H 1.843255 3.317083 3.651735
C -3.943276 -0.986122 6.358727
C 5.038881 -1.594666 2.663478
H 1.388149 -0.727961 4.854993
H 0.356536 -7.640151 -3.861281
H -1.445174 3.027473 -5.074292
H 2.336204 -2.041852 5.574840
H 0.470695 7.323086 -0.542853
S 1.258068 1.956232 -0.431841
H -1.817982 1.488562 4.964365
C -0.404303 -3.887659 -1.287760
C -2.657864 5.359521 -1.548698

Cartesian forces (eV/Å) of the 3 atoms listed first:
H -0.03 0.01 0.05
C -0.02 -0.04 -0.03
C -0.05 0.26 0.15

As for the total energy: -145229.49737 eV. The value obtained for the HOMO energy is -2.5 eV. The spin multiplicity is 1. The calculation puts the strongest force on any atom at 0.015 Eh/bohr. The orbital gap is 5.95 eV. The total charge is -2.